No. 1
27
Properties=species:S:1:pos:R:3:mulliken_charge:R:1 method="wB97M-V/def2-TZVPD" e_homo_ev=-6.723 charge=0 orbital_gap_ha=0.2201
Ba -1.14704 0.23716 -0.94847 1.662
N 0.10176 -1.24872 -3.27256 -0.514
C -0.41099 -2.63012 -3.32178 -0.597
C -1.92782 -2.66965 -3.38145 -0.577
N -2.52842 -2.23136 -2.10804 -0.507
H -0.02339 -0.80689 -4.17797 0.204
H 1.10321 -1.26883 -3.10854 0.238
H -0.07284 -3.14436 -2.41882 0.361
H -0.01328 -3.18814 -4.17502 0.363
H -2.23809 -3.68172 -3.65876 0.345
H -2.27877 -2.00065 -4.17124 0.328
H -2.37940 -2.94839 -1.40356 0.217
H -3.53466 -2.15241 -2.20816 0.225
O -1.31220 3.75996 1.87269 -0.648
C -0.77278 2.74067 1.47406 0.315
O -1.12696 2.12592 0.38684 -0.761
C 0.40537 2.17549 2.25519 0.335
C 1.02892 3.12711 3.06898 -0.484
C 2.13612 2.83256 3.84060 -0.548
C 2.63886 1.54233 3.82195 -0.436
C 2.02961 0.58077 3.03953 -0.596
C 0.91350 0.86186 2.23994 0.404
S 0.30015 -0.57761 1.37276 -0.791
H 0.59965 4.11913 3.07205 0.400
H 2.59626 3.59877 4.45124 0.364
H 3.50191 1.27864 4.42140 0.340
H 2.41135 -0.43153 3.03713 0.359

No. 2
29
Properties=species:S:1:pos:R:3:lowdin_spin:R:1 method="wB97M-V/def2-TZVPD" e_homo_ev="-19.810 / -20.249" charge=+3 multiplicity=5 s2=6.0293 orbital_gap_ha="0.2973 / 0.2295"
Ir 0.24816 -1.52902 0.10789 1.641
N -1.20278 -1.97489 -1.15916 0.053
C -1.28264 -3.46518 -1.09151 0.019
C -1.66298 -3.73348 0.34031 0.005
N -0.62293 -3.05931 1.16737 0.033
H -2.09194 -1.62626 -0.76608 0.001
H -1.05971 -1.65577 -2.13380 0.005
H -0.42059 -3.92479 -1.56419 0.005
H -1.99448 -3.73484 -1.81706 0.003
H -1.71711 -4.83800 0.58779 0.001
H -2.66314 -3.42254 0.67669 0.000
H 0.02426 -3.78401 1.46208 0.009
H -1.06807 -2.81351 2.05856 0.009
Br 0.15004 2.73843 -2.99302 0.285
C 0.63263 3.09206 -1.28779 0.202
C 1.23764 4.38473 -1.14246 0.094
C 1.54095 4.78905 0.12049 0.007
C 1.20338 4.02599 1.26568 0.244
C 0.69452 2.72449 1.12552 0.095
C 0.41453 2.28409 -0.15061 0.074
C 0.11192 0.89783 -0.34005 0.016
O 0.91032 0.11524 -0.93911 0.049
O -0.85602 0.48715 0.37928 0.264
H 1.26977 5.06693 -1.99988 0.001
H 1.79015 5.79494 0.30704 -0.002
H 1.40854 4.59357 2.20700 0.007
H 0.52524 2.11863 1.99375 0.003
O 2.39395 -2.28570 1.97476 0.416
N 2.08641 -1.26580 1.61052 0.462

No. 3
23
Properties=species:S:1:pos:R:3:nbo_charge:R:1 method="wB97M-V/def2-TZVPD" e_homo_ev=-8.467 charge=0 orbital_gap_ha=0.3430
C -3.12638 -1.09160 -0.10727 -0.235
C -2.84008 0.24644 -0.25972 -0.191
C -2.15627 -2.02818 0.09467 -0.189
C -1.59895 0.73329 -0.00752 -0.291
C -0.81258 -1.60176 0.26745 -0.293
C -0.61333 -0.22097 0.28114 0.061
C 2.03719 0.83170 -1.58276 -0.596
C 1.74222 1.40070 -0.19073 -0.494
C 1.34475 0.48377 0.91662 0.289
N 2.13669 -0.61523 1.11715 -0.861
Cl 0.98876 1.24884 2.57240 -0.114
H -4.16691 -1.38666 -0.34775 0.209
H -3.68882 0.87243 -0.49127 0.208
H -2.41671 -3.08658 0.18038 0.211
H -1.41043 1.72418 -0.10912 0.211
H -0.16444 -2.32239 0.60382 0.218
H 2.97471 0.56294 -1.80712 0.204
H 1.31908 -0.05938 -1.76024 0.225
H 1.75777 1.58605 -2.23471 0.216
H 2.52462 2.08276 0.19533 0.217
H 0.93923 2.13688 -0.23718 0.226
H 3.06989 -0.47089 0.82535 0.373
H 2.15998 -1.02634 2.08107 0.396

No. 4
26
Properties=species:S:1:pos:R:3:nbo_charge:R:1 method="wB97M-V/def2-TZVPD" e_homo_ev="-10.408 / -10.418" charge=+1 orbital_gap_ha="0.2297 / 0.2306"
C -2.00400 -2.28807 0.87015 -0.285
C -0.71648 -2.63403 1.17959 0.016
C -2.02609 -1.28184 -0.07906 0.006
C -0.76043 1.55527 1.12876 -0.396
C 0.38466 0.86131 1.47450 0.024
C -1.10516 1.95754 -0.20076 0.437
C 1.58348 0.73264 0.51366 -0.280
C -0.12914 -0.01415 -1.05182 -0.005
C 2.20474 0.50203 -1.76355 -0.419
N 0.09280 -1.82550 0.42947 -0.310
N -1.35242 2.86417 -0.94305 -0.585
N -0.73549 -0.98802 -0.33562 -0.107
N 1.21255 0.08981 -0.70470 -0.454
Cl 0.44540 0.41135 3.12311 0.084
H -2.88440 -2.62599 1.45278 0.262
H -0.25465 -3.22441 1.89557 0.245
H -2.98196 -0.88758 -0.38347 0.271
H -1.52234 1.78989 1.83888 0.266
H 1.78094 1.66780 0.15774 0.226
H 2.50234 0.33763 0.99888 0.233
H -0.47132 0.25978 -1.97069 0.228
H 2.25153 -0.38996 -2.39232 0.222
H 1.99210 1.45033 -2.37459 0.209
H 3.18234 0.61286 -1.25917 0.220
H -1.70818 3.11282 -1.86726 0.444
H 1.01916 -2.04568 0.26296 0.449

No. 5
28
Properties=species:S:1:pos:R:3:nbo_charge:R:1 method="wB97M-V/def2-TZVPD" e_homo_ev=-9.472 charge=0 orbital_gap_ha=0.3730
C 1.70554 -1.18511 1.75153 0.706
C -3.22046 3.73613 1.18882 1.034
C -2.02136 0.05219 -2.29862 -0.449
C -2.93435 0.13241 -1.09330 -0.431
C 0.23688 0.61623 2.12534 -0.144
C -1.53113 0.53492 -1.00684 0.054
C -0.53427 0.99542 -0.28759 -0.079
C -0.73187 1.32936 1.17281 0.661
C 0.84665 1.24948 -0.82000 -0.637
N 2.66993 -0.44270 2.08814 -0.806
N 1.73479 -2.51432 1.42551 -0.834
O -3.25281 3.96957 2.30687 -0.512
O -3.21162 3.52100 0.06488 -0.524
O 0.43402 -0.72072 1.71112 -0.510
F -0.57552 2.68447 1.36822 -0.356
F -2.01730 1.09017 1.56418 -0.346
H -1.69927 -0.92207 -2.63979 0.219
H -2.15952 0.76504 -3.09848 0.223
H -3.68369 0.90982 -1.06459 0.231
H -3.24063 -0.78239 -0.60676 0.222
H 1.19686 1.14078 2.13348 0.247
H -0.19406 0.62680 3.13244 0.208
H 1.54309 0.48949 -0.46545 0.222
H 1.20463 2.22042 -0.48081 0.226
H 0.83254 1.23255 -1.90564 0.225
H 3.57391 -0.89419 2.09136 0.354
H 2.61290 -2.91970 1.15371 0.394
H 0.90058 -2.90665 1.02346 0.401

No. 6
31
Properties=species:S:1:pos:R:3:nbo_charge:R:1 method="wB97M-V/def2-TZVPD" e_homo_ev=-5.174 charge=0 orbital_gap_ha=0.0616
N 0.70491 -5.38996 -1.11808 -1.077
P -0.82749 -4.74439 -1.79547 1.180
O -0.58962 -4.32575 -3.45836 -0.969
C -1.10618 -3.14075 -0.76994 -0.395
C -2.42445 -3.07070 0.03306 0.026
N -2.67198 -1.89873 0.85992 -0.565
C -1.74239 -0.77422 0.97591 0.637
F -2.13609 0.27885 1.83254 -0.277
C -0.39570 -0.74529 0.19395 -0.142
C 0.64755 0.47551 0.24124 0.635
F 0.20666 1.56986 1.04806 -0.306
F 1.93914 0.10024 0.73927 -0.323
C 0.71907 1.05269 -1.29999 0.513
F 1.03771 2.44409 -1.24944 -0.307
F -0.63735 0.91373 -1.79670 -0.349
C -0.03621 -1.96128 -0.72975 -0.196
H 0.56644 -5.30056 -0.08615 0.387
H 1.39654 -4.63050 -1.32478 0.363
H -1.37926 -4.59450 -3.98538 0.514
H -3.17354 -3.92713 0.00757 0.267
H -3.56932 -1.88306 1.38572 0.452
H 1.46280 0.44110 -1.92884 0.178
H 0.92660 -2.02990 -1.34350 0.255
C 1.63995 4.52864 1.35725 -0.600
C 1.12174 5.79889 2.06873 -0.043
O 1.90376 6.01074 3.11923 -0.641
H 1.59857 3.64911 2.00713 0.193
H 1.02024 4.31435 0.47811 0.183
H 2.67052 4.65132 1.00930 0.196
H 0.04586 5.61206 2.24733 0.104
H 1.08149 6.57553 1.28202 0.106

No. 7
38
Properties=species:S:1:pos:R:3:nbo_charge:R:1 method="wB97M-V/def2-TZVPD" e_homo_ev="-11.321 / -11.323" charge=+1 orbital_gap_ha="0.1878 / 0.1879"
Ru -0.10837 0.25795 0.40643 0.518
N 2.51300 0.34711 3.81290 -0.694
C 1.81190 0.35108 2.69289 0.273
S 0.11666 0.17699 2.73363 0.014
N 2.55733 0.49816 1.55818 -0.277
N 1.86300 0.47877 0.45484 -0.074
C 2.62552 0.52616 -0.66614 0.090
C 2.18803 0.43492 -1.96767 -0.116
C 3.20453 0.47485 -2.98322 -0.168
C 2.89850 0.35297 -4.29123 -0.174
C 1.53212 0.17826 -4.69246 -0.115
C 0.53021 0.13892 -3.78679 -0.276
C 0.80264 0.26410 -2.39062 0.567
O -0.17760 0.22046 -1.59546 -0.555
H 2.06358 0.21692 4.70378 0.429
H 3.51766 0.42372 3.76839 0.426
H 3.69078 0.61714 -0.48348 0.232
H 4.23243 0.59662 -2.66793 0.232
H 3.67661 0.37704 -5.04061 0.241
H 1.30355 0.06775 -5.74436 0.238
H -0.49963 -0.01344 -4.07668 0.243
N -2.20791 -0.07298 0.18236 -0.573
N -2.89523 1.10683 -0.17005 -0.417
C -2.30233 2.29996 -0.08048 0.325
N -3.00969 3.38259 -0.38807 -0.748
S -0.67898 2.47112 0.43772 0.062
H -2.23286 -0.74804 -0.59515 0.450
H -2.66476 -0.49378 0.98874 0.407
H -3.83160 1.00782 -0.53489 0.409
H -3.98981 3.34929 -0.61624 0.414
H -2.56401 4.28430 -0.35783 0.434
F -1.69351 -2.22825 -1.38280 -0.702
Sb -0.28834 -3.37432 -0.74802 3.184
F 0.26239 -1.80550 0.38792 -0.656
F 0.82794 -2.59446 -2.04651 -0.679
F 1.14846 -4.27222 0.02313 -0.653
F -0.84572 -4.77168 -1.83531 -0.650
F -1.42178 -3.77873 0.68696 -0.664

No. 8
33
Properties=species:S:1:pos:R:3:lowdin_spin:R:1 method="wB97M-V/def2-TZVPD" e_homo_ev="-0.595 / -2.007" charge=-2 multiplicity=6 s2=8.7876 orbital_gap_ha="0.2007 / 0.1903"
Ir -0.19703 0.48706 -0.71410 2.635
S 0.50574 -4.46787 -2.65914 0.309
Sb -0.43345 -3.08267 -1.09262 0.303
S -1.46976 -1.15334 -2.14714 0.454
S 1.22757 -1.55175 -0.19484 0.424
F -3.65714 5.51812 2.00565 0.011
C -3.24077 4.24168 1.73378 0.040
C -3.75278 3.58680 0.63259 -0.005
C -3.33954 2.29365 0.36915 0.039
C -2.40431 1.63174 1.18620 0.022
C -1.95784 0.28535 0.89520 0.227
C -1.92654 2.34270 2.30460 0.040
C -2.33273 3.63439 2.57733 -0.004
H -4.46055 4.09416 -0.01138 -0.001
H -3.70774 1.78537 -0.51459 0.001
H -2.67319 -0.32089 0.35149 0.012
H -1.50074 -0.22969 1.73429 0.012
H -1.19934 1.85958 2.94616 0.002
H -1.94000 4.18617 3.42324 -0.001
C 2.32417 1.71307 3.58851 0.001
C 1.88103 1.71181 2.12757 0.001
O 0.93953 0.67857 1.87806 0.036
H 3.07245 2.48937 3.76899 0.000
H 2.75587 0.74360 3.84981 0.000
H 1.46492 1.89261 4.23765 0.000
H 2.74502 1.61272 1.46388 0.000
H 1.37246 2.63873 1.86973 0.000
H 1.38581 -0.17464 1.78476 0.000
O -0.83529 2.13699 -2.26203 0.121
S 0.23301 2.88586 -1.54803 0.006
O 0.44676 4.21568 -2.07905 0.015
O -0.04567 2.86273 -0.09658 0.104
S 1.89446 1.72579 -1.73010 0.197

No. 9
24
Properties=species:S:1:pos:R:3:nbo_charge:R:1 method="wB97M-V/def2-TZVPD" e_homo_ev="-12.115 / -12.237" charge=+1 orbital_gap_ha="0.2735 / 0.2666"
C 1.00723 -1.97435 -0.20271 -0.075
C 1.93564 -1.06599 0.24518 0.170
C 0.00093 0.03266 -0.16067 0.468
C -1.33880 -1.76114 -1.08248 0.024
C -2.69446 -0.54686 0.41378 0.583
C -2.29380 0.86826 0.44629 -0.623
C -1.03855 1.02699 -0.52334 -0.256
C 3.36921 -1.04512 0.75702 -0.634
C -0.67040 2.49393 -0.52486 -0.589
N -0.21302 -1.30933 -0.43573 -0.390
N 1.28561 0.16566 0.24515 -0.473
F -3.95421 -0.87765 0.63859 -0.287
H 1.21547 -3.03964 -0.36011 0.262
H -1.28488 -2.79130 -0.94875 0.138
H -2.94965 1.64201 -0.01621 0.268
H -2.19431 1.10141 1.56484 0.293
H -1.50603 0.82425 -1.56753 0.284
H 4.05304 -1.32340 0.09989 0.240
H 3.70040 -0.03819 1.06556 0.230
H 3.32486 -1.72891 1.69300 0.257
H -1.53976 3.01205 -0.62123 0.230
H -0.02135 2.67016 -1.38169 0.226
H -0.02373 2.68165 0.22215 0.206
H 1.83057 0.98286 0.43389 0.447

No. 10
22
Properties=species:S:1:pos:R:3:lowdin_spin:R:1 method="wB97M-V/def2-TZVPD" e_homo_ev="-11.338 / -14.013" charge=+1 multiplicity=3 s2=2.0159 orbital_gap_ha="0.2308 / 0.2520"
C -1.78720 0.93987 -0.37959 0.466
C -1.55243 -0.42257 0.09903 0.196
C 0.87081 -0.75359 -0.71243 0.493
C -0.27519 -1.22613 -0.82542 0.181
C -4.06456 0.09391 0.80367 0.016
C -3.16139 0.62892 -0.24596 0.257
C 2.10843 1.29100 -0.40741 0.038
C 2.89827 -0.81150 0.73540 0.006
C 2.15843 -0.25548 -0.50828 0.102
N -3.09342 -0.71540 -0.02576 0.149
H -1.23211 1.79244 -0.76439 0.017
H -1.24909 -0.67626 1.09103 0.004
H -0.78075 -1.92186 -1.55266 0.034
H -4.12222 0.46524 1.74908 -0.002
H -5.01659 -0.32745 0.47584 0.004
H 1.76853 1.67715 0.44468 0.001
H 3.20677 1.70617 -0.46245 0.004
H 1.47278 1.61681 -1.25328 0.001
H 3.81286 -0.21336 0.84953 0.000
H 2.29453 -0.53192 1.50605 0.001
H 3.06381 -1.89645 0.77039 0.000
H 2.67972 -0.45955 -1.38708 0.031

No. 11
23
Properties=species:S:1:pos:R:3:nbo_charge:R:1 method="wB97M-V/def2-TZVPD" e_homo_ev=-17.768 charge=+2 orbital_gap_ha=0.2842
C 5.18015 0.27370 -0.14794 0.123
C 4.78141 -1.04972 0.13793 -0.253
C 4.24515 1.32414 -0.22687 -0.264
C 3.47203 -1.33323 0.37749 -0.038
C 2.92236 1.08276 -0.00112 0.001
C 2.46084 -0.26880 0.31648 0.147
C -3.36964 -1.13534 -0.73313 -0.206
C -2.42448 -0.39404 0.12473 0.262
C -4.56640 0.95628 0.53227 -0.452
N 1.21054 -0.44500 0.50076 -0.401
N -3.59914 0.04433 0.11536 -0.149
H 6.23258 0.48539 -0.30447 0.264
H 5.52684 -1.83290 0.17239 0.275
H 4.59040 2.32242 -0.45654 0.274
H 3.14225 -2.33865 0.60482 0.252
H 2.17534 1.86269 -0.02592 0.259
H -3.35414 -0.98964 -1.80670 0.237
H -3.77757 -2.08200 -0.39883 0.238
H -1.45583 -0.22488 0.53995 0.263
H -4.11501 1.79852 1.05962 0.260
H -5.28141 0.45701 1.19917 0.275
H -5.14275 1.30538 -0.32958 0.270
H 0.93014 -1.39624 0.74178 0.365

No. 12
24
Properties=species:S:1:pos:R:3:nbo_charge:R:1 method="wB97M-V/def2-TZVPD" e_homo_ev=-8.671 charge=0 orbital_gap_ha=0.3275
C -0.84774 -2.64401 0.10682 -0.255
C -1.63655 -1.43351 -0.01532 -0.161
C 0.57179 -2.47214 0.09430 0.051
C -0.95378 -0.21615 -0.26237 -0.030
C 0.47440 -0.28633 -0.24146 0.111
C 1.36776 0.90779 -0.39196 0.329
C -2.81492 1.30196 0.54076 -0.602
C -1.72001 1.02771 -0.58093 -0.439
C 2.94802 0.67318 0.70881 -0.095
N 1.22170 -1.41266 -0.18182 -0.433
N 1.18396 1.90353 -1.12775 -0.653
O 3.84233 -0.06390 -0.10618 -0.728
H -1.47878 -3.52316 0.36777 0.234
H -2.69383 -1.30931 -0.06272 0.217
H 1.17442 -3.35325 0.24676 0.187
H -3.04775 2.35455 0.47093 0.215
H -2.17577 1.01963 1.36727 0.210
H -3.68994 0.67787 0.43554 0.198
H -1.13289 1.92141 -0.53299 0.240
H -2.12671 1.09546 -1.61360 0.223
H 3.31956 1.65389 0.69689 0.157
H 2.95258 0.38659 1.75919 0.172
H 1.87496 2.59653 -1.26949 0.368
H 3.38717 -0.80571 -0.40844 0.483

Results for energy relative to the best compared isomer or geometry (same formula, charge and spin): 0.3610, 0.0000, 2.9385, 4.9783, 0.0000, 5.5088, 0.0000, 1.6385, 3.1483, 2.1348, 0.5500, 3.4233 (in eV, following the order of the records).
Results for E: -28133.8969, -92986.3420, -23537.5192, -27998.3370, -24084.9165, -39468.5049, -67608.8219, -83987.8566, -15212.0080, -11000.3311, -12486.9424, -14552.2561 (in eV, following the order of the records).